A 6-piece molecular cluster, C18H50BO11P overall in a non-equilibrium geometry. Source: OMol25; level of theory: ωB97M-V with the def2-TZVPD basis set.

The geometry in XYZ format:
```
81
Properties=species:S:1:pos:R:3
C 2.48513 0.35787 -2.09917
B 2.85861 -1.15774 -1.98863
O 3.44856 -1.70025 -0.86872
O 2.52804 -2.00622 -3.07598
P 3.25468 -3.40339 -3.28375
O 4.72496 -3.44568 -3.20760
O 2.63648 -3.81601 -4.72630
O 2.55451 -4.48839 -2.27292
O 1.60357 -3.94573 -1.31682
C 0.25147 -4.07813 -1.82736
C -0.62428 -3.06085 -1.07393
C -1.82737 -3.71390 -0.36107
C -1.03679 -1.82395 -1.90358
C -1.45357 -2.00442 -3.37321
C -2.40233 -3.17975 -3.63070
C -2.10225 -0.67780 -3.86860
H 2.59022 0.76179 -3.10947
H 3.07010 0.94186 -1.37957
H 1.43112 0.46335 -1.80036
H 2.85347 -2.25579 -0.36684
H 2.70879 -4.76970 -4.80563
H -0.08694 -5.10440 -1.61344
H 0.25665 -3.95675 -2.91193
H 0.00728 -2.69059 -0.24882
H -2.13993 -3.03829 0.43650
H -2.64941 -3.95072 -1.04082
H -1.47360 -4.62644 0.14319
H -1.88737 -1.36362 -1.37321
H -0.23727 -1.07442 -1.87304
H -0.53144 -2.12695 -3.96440
H -3.39790 -2.97028 -3.21039
H -2.53717 -3.30083 -4.71416
H -2.03896 -4.14084 -3.25534
H -3.06881 -0.87719 -4.34690
H -2.30053 0.00043 -3.03137
H -1.47550 -0.16282 -4.60119
C -0.60540 -0.33089 3.65746
C -1.58384 -1.28192 2.99909
O -0.92656 -2.25675 2.18418
H 0.00107 0.17901 2.91102
H -1.12638 0.42074 4.25224
H 0.07769 -0.87216 4.31622
H -2.25258 -0.74348 2.32749
H -2.19750 -1.78697 3.75269
H -0.33499 -2.75728 2.75159
C 0.56583 -2.32066 -8.36837
C -0.48941 -2.87444 -7.42982
O -0.01328 -3.98354 -6.67580
H 0.90949 -3.09757 -9.05188
H 0.17224 -1.48820 -8.95360
H 1.43172 -1.96372 -7.80565
H -1.34795 -3.24320 -7.99094
H -0.84204 -2.08844 -6.75524
H 0.74070 -3.68314 -6.15607
C 2.50829 3.87073 4.04100
C 1.40673 2.99113 4.59756
O 1.65931 1.60188 4.39968
H 2.63979 3.68970 2.97440
H 2.27157 4.92522 4.18194
H 3.46170 3.66171 4.53344
H 0.45910 3.19128 4.09924
H 1.26728 3.18785 5.66657
H 2.48350 1.38240 4.84071
C -1.54544 4.29924 7.49835
C -2.39344 3.23970 6.82009
O -1.60718 2.31644 6.07349
H -0.95544 4.84252 6.75890
H -2.16751 5.01196 8.04133
H -0.85226 3.84280 8.20916
H -3.07315 3.69597 6.10144
H -2.99718 2.70429 7.56061
H -1.00058 1.88140 6.67770
C -0.41606 6.76340 3.34488
C 0.31249 7.05005 2.04439
O 1.07456 5.93561 1.59195
H 0.29291 6.47714 4.12278
H -0.97127 7.63892 3.68440
H -1.12340 5.93980 3.21855
H 1.02706 7.86150 2.17592
H -0.40170 7.35301 1.27114
H 0.46934 5.20349 1.45130
```

Calculated values
Highest occupied orbital energy, eV: -10.23
Electronic energy, a.u.: -1909.72937
Net charge: 0
Kohn-Sham gap, Ha: 0.39166